97
Properties=species:S:1:pos:R:3:mulliken_spin:R:1 method="wB97M-V/def2-TZVPD" gap_ev="3.58 / 5.33" e_lumo_ha="0.1514 / 0.1510" mol_weight_g_mol=781.0 total_energy_ev=-120764.81404 largest_force_ev_per_a=0.881 s_squared=0.84 charge=-2 spin_multiplicity=2
Co -1.056 -0.296 -0.689 0.674
C 4.827 -1.504 -1.763 0.000
C 4.099 -0.911 -0.564 0.000
N 2.953 -0.104 -0.935 -0.028
C 3.350 1.080 -1.678 0.010
C 2.165 1.946 -2.093 -0.011
C 2.151 0.243 0.233 -0.008
C 1.459 -0.967 0.879 -0.010
N 0.029 -0.716 1.039 0.023
C -0.529 -0.817 2.247 -0.098
C -1.793 -0.190 2.530 -0.003
F -2.375 0.572 1.588 0.020
C -2.428 -0.246 3.743 0.010
F -3.601 0.415 3.881 -0.002
C -1.913 -0.913 4.845 -0.003
C -0.698 -1.522 4.622 0.002
F -0.125 -2.225 5.632 0.000
C -0.031 -1.486 3.416 -0.003
F 1.100 -2.246 3.373 0.000
H 5.451 -2.344 -1.451 0.000
H 4.101 -1.871 -2.491 0.000
H 5.475 -0.779 -2.259 0.000
H 4.807 -0.317 0.053 0.001
H 3.748 -1.725 0.071 -0.001
H 3.886 0.755 -2.572 0.001
H 4.068 1.687 -1.084 0.000
H 1.313 1.320 -2.371 0.005
H 2.431 2.565 -2.953 -0.004
H 1.843 2.615 -1.293 0.004
H 1.366 0.912 -0.090 0.040
H 2.773 0.795 0.969 0.005
H 1.953 -1.223 1.812 -0.001
H 1.597 -1.806 0.207 -0.005
H -2.424 -0.958 5.793 -0.001
C 0.319 2.374 4.917 0.000
C 1.539 2.829 4.102 0.001
C 2.488 1.636 3.925 -0.001
C 2.275 3.916 4.883 0.002
C 1.063 3.320 2.733 -0.012
C 1.175 4.650 2.312 0.016
C 0.701 5.067 1.075 -0.001
C 0.102 4.141 0.234 0.018
S -0.599 4.334 -1.346 0.027
C -1.009 2.611 -1.340 0.099
N -0.632 1.959 -0.275 0.056
C -0.016 2.801 0.637 -0.028
C 0.464 2.403 1.880 0.028
C -1.711 1.951 -2.396 -0.093
C -2.237 2.692 -3.470 0.045
C -2.945 2.061 -4.461 -0.018
C -3.139 0.671 -4.346 0.074
C -2.625 -0.037 -3.285 -0.028
C -1.846 0.541 -2.238 0.094
H 0.636 1.978 5.886 0.000
H -0.233 1.586 4.399 -0.001
H -0.365 3.209 5.089 0.000
H 2.891 1.330 4.895 0.000
H 3.321 1.893 3.266 0.000
H 1.976 0.774 3.496 0.002
H 2.604 3.513 5.844 0.000
H 1.631 4.774 5.086 0.000
H 3.159 4.270 4.346 0.000
H 1.643 5.384 2.955 0.000
H 0.803 6.104 0.778 -0.001
H 0.349 1.370 2.155 -0.006
H -2.097 3.769 -3.508 0.014
H -3.356 2.620 -5.294 0.001
H -3.710 0.144 -5.105 0.001
H -2.828 -1.097 -3.251 -0.001
C -2.596 -3.227 0.980 -0.007
Si -2.720 -1.964 -0.462 0.134
C -4.593 -1.532 -0.420 0.016
C -2.583 -3.091 -2.018 -0.044
C -3.536 -4.039 -2.397 0.003
C -3.422 -4.760 -3.577 -0.001
C -2.333 -4.537 -4.410 0.000
C -1.368 -3.608 -4.042 -0.004
C -1.468 -2.877 -2.855 -0.015
Si -0.093 -1.678 -2.231 -0.014
C 0.771 -1.078 -3.837 0.015
C 1.137 -3.055 -1.683 -0.015
H -3.304 -4.056 0.860 0.003
H -2.805 -2.739 1.938 0.001
H -1.587 -3.646 1.045 -0.002
H -5.240 -2.417 -0.451 0.004
H -4.854 -0.886 -1.263 -0.003
H -4.822 -0.981 0.498 0.008
H -4.399 -4.211 -1.758 0.003
H -4.182 -5.486 -3.853 0.000
H -2.239 -5.083 -5.345 0.000
H -0.521 -3.447 -4.702 0.001
H 1.119 -1.911 -4.461 -0.002
H 1.649 -0.480 -3.571 0.000
H 0.101 -0.454 -4.434 0.006
H 1.157 -3.822 -2.468 0.001
H 0.813 -3.538 -0.756 0.000
H 2.152 -2.681 -1.552 0.005

***

12
Properties=species:S:1:pos:R:3:lowdin_charge:R:1 method="wB97M-V/def2-TZVPD" gap_ev=9.86 e_lumo_ha=0.0333 e_above_lowest_kj_mol=129.25 mol_weight_g_mol=110.6 total_energy_ev=-26580.75665 largest_force_ev_per_a=6.092 charge=0
C -0.583 -1.191 -0.378 -0.165
C 0.704 0.976 0.619 -0.619
C -0.735 0.357 -0.397 -0.704
S 2.222 0.522 -0.107 0.710
Cl -2.103 0.901 0.563 0.593
H -1.593 -1.378 -0.605 0.030
H -0.014 -1.579 -1.157 0.045
H -0.457 -1.570 0.687 0.111
H 0.577 0.894 1.720 0.057
H 0.575 2.084 0.546 0.046
H -0.655 0.750 -1.388 0.075
H 2.061 -0.765 -0.102 -0.180

***

81
Properties=species:S:1:pos:R:3:mulliken_spin:R:1 method="wB97M-V/def2-TZVPD" gap_ev="7.62 / 1.81" e_lumo_ha="-0.0976 / -0.3108" e_above_lowest_kj_mol=0.00 mol_weight_g_mol=427.6 total_energy_ev=-39324.50288 largest_force_ev_per_a=3.873 s_squared=0.75 charge=+1 spin_multiplicity=2
C -2.790 -3.181 -1.272 0.000
O -3.087 -2.086 -0.373 0.000
H -3.457 -4.024 -1.091 0.000
H -2.881 -2.722 -2.256 0.000
H -1.723 -3.324 -1.096 0.000
H -3.206 -1.339 -0.963 0.000
C -1.228 1.139 -3.918 0.000
O -1.951 -0.097 -3.959 0.000
H -1.840 1.817 -4.514 0.000
H -1.257 1.590 -2.926 0.000
H -0.257 0.968 -4.382 0.000
H -1.561 -0.836 -4.430 0.000
C -0.196 -1.451 5.383 0.000
O -0.694 -1.723 4.065 0.000
H -1.061 -1.506 6.044 0.000
H 0.554 -2.187 5.672 0.000
H 0.250 -0.456 5.360 0.000
H -1.300 -1.091 3.672 0.000
C -4.039 1.413 -2.109 0.000
O -3.289 0.281 -1.724 0.000
H -4.146 1.354 -3.192 0.000
H -5.002 1.405 -1.597 0.000
H -3.492 2.298 -1.785 0.000
H -2.763 0.090 -2.504 0.000
C -1.004 0.654 1.117 0.000
O -0.642 0.483 -0.224 0.000
H -0.101 1.176 1.434 0.000
H -1.892 1.227 1.384 0.000
H -1.126 -0.279 1.667 0.000
H -1.470 0.482 -0.710 0.000
C -4.166 -4.562 3.035 0.000
C -4.211 -3.159 3.616 0.000
C -3.914 -3.010 5.159 0.000
O -4.744 -3.654 6.102 0.000
C -6.128 -3.423 6.082 0.000
N -3.400 -2.268 2.818 0.000
H -4.720 -5.283 3.636 0.000
H -3.216 -5.054 2.824 0.000
H -4.769 -4.426 2.138 0.000
H -5.243 -2.829 3.497 0.000
H -3.765 -1.944 5.332 0.000
H -2.893 -3.353 5.327 0.000
H -6.595 -3.999 6.881 0.000
H -6.468 -3.688 5.081 0.000
H -6.281 -2.351 6.208 0.000
H -2.535 -2.742 2.601 0.000
H -3.846 -2.102 1.927 0.000
C 3.078 2.406 0.989 0.159
C 3.686 3.029 -0.334 0.015
C 4.948 3.829 0.030 0.015
O 4.617 5.085 0.712 0.005
C 5.655 5.932 1.263 0.002
N 4.129 2.073 -1.283 0.780
H 2.168 1.836 0.799 0.003
H 2.957 3.133 1.793 0.005
H 3.683 1.593 1.390 0.000
H 2.986 3.753 -0.751 0.012
H 5.596 4.060 -0.815 -0.005
H 5.633 3.364 0.739 -0.004
H 6.126 5.336 2.044 0.000
H 5.210 6.851 1.644 0.000
H 6.294 6.179 0.415 0.000
H 4.806 1.423 -0.908 -0.017
H 3.362 1.507 -1.616 0.007
C 5.230 1.042 -4.309 -0.001
C 4.084 0.335 -4.951 0.003
C 2.856 0.363 -4.075 0.002
O 3.154 -0.286 -2.822 0.005
C 1.970 -0.619 -2.044 0.000
N 3.871 0.802 -6.321 0.002
H 6.153 0.985 -4.887 0.002
H 5.490 0.547 -3.374 0.002
H 4.929 2.069 -4.102 0.004
H 4.423 -0.701 -4.939 0.001
H 2.030 -0.074 -4.636 0.000
H 2.592 1.414 -3.965 0.000
H 2.223 -0.959 -1.040 0.001
H 1.314 -1.312 -2.571 0.000
H 1.417 0.316 -1.964 0.000
H 2.950 0.655 -6.708 0.000
H 3.925 1.803 -6.440 0.000

***

22
Properties=species:S:1:pos:R:3:mulliken_spin:R:1 method="wB97M-V/def2-TZVPD" gap_ev="3.71 / 6.98" e_lumo_ha="-0.0249 / -0.0252" mol_weight_g_mol=285.9 total_energy_ev=-24735.60097 largest_force_ev_per_a=1.920 s_squared=0.75 charge=0 spin_multiplicity=2
Mg 1.972 -1.335 1.183 0.734
O 0.997 0.524 1.026 -0.039
O -2.272 -1.610 1.157 0.014
C -2.109 -3.009 1.512 0.034
C -0.678 -3.289 1.096 0.051
O -0.199 -1.957 0.744 -0.020
C -1.158 -1.028 0.818 0.046
H -2.270 -3.086 2.592 -0.002
H -2.855 -3.596 0.970 0.000
H -0.546 -3.903 0.201 0.014
H -0.094 -3.742 1.902 -0.030
Rb -1.642 1.949 -0.221 0.041
O 0.949 1.572 -0.934 -0.002
O 2.906 1.302 0.173 -0.007
C 3.717 0.949 -0.955 -0.008
C 3.817 -0.579 -0.998 0.030
O 2.597 -1.144 -0.661 0.050
C 1.583 1.085 0.017 0.083
H 3.230 1.330 -1.863 0.001
H 4.691 1.434 -0.826 0.000
H 4.637 -0.889 -0.317 0.011
H 4.137 -0.863 -2.021 0.000

***

18
Properties=species:S:1:pos:R:3:lowdin_charge:R:1 method="wB97M-V/def2-TZVPD" gap_ev=7.83 e_lumo_ha=0.1466 e_above_lowest_kj_mol=86.33 mol_weight_g_mol=103.1 total_energy_ev=-9459.13446 largest_force_ev_per_a=2.528 charge=-1
C -2.415 -1.117 0.151 -0.173
C -2.345 0.349 -0.392 -0.149
C -0.919 -1.429 0.741 -0.726
O -0.327 -0.440 1.196 -0.095
O -0.588 -2.630 0.674 -0.093
H -3.201 -1.345 0.850 0.069
H -2.603 -1.764 -0.714 0.073
H -1.424 0.436 -0.974 0.064
H -2.311 1.008 0.489 0.057
H -3.263 0.653 -0.898 0.039
C 2.343 0.200 0.299 -0.190
C 2.586 1.342 -0.683 -0.185
H 1.328 0.351 0.728 0.033
H 2.344 -0.840 -0.006 0.058
H 2.927 0.249 1.246 0.066
H 1.824 1.645 -1.402 0.047
H 3.470 1.096 -1.272 0.043
H 2.574 2.237 -0.032 0.062

***

100
Properties=species:S:1:pos:R:3:mulliken_spin:R:1 method="wB97M-V/def2-TZVPD" gap_ev="4.63 / 6.92" e_lumo_ha="-0.0108 / -0.0188" e_above_lowest_kj_mol=182.00 mol_weight_g_mol=790.8 total_energy_ev=-90105.49437 largest_force_ev_per_a=2.823 s_squared=2.09 charge=0 spin_multiplicity=3
V -0.903 -1.359 -0.556 1.130
C 0.568 -4.920 1.414 0.006
C -0.187 -4.277 0.290 0.084
N -0.597 -3.059 0.391 -0.110
N -0.395 -2.458 1.636 -0.001
C -1.129 -1.376 1.805 -0.020
O -1.979 -0.935 0.914 -0.018
C -0.989 -0.637 3.086 -0.010
C -0.300 -1.179 4.170 0.000
C -0.206 -0.465 5.355 0.002
C -0.793 0.792 5.461 -0.002
C -1.472 1.334 4.378 0.002
C -1.572 0.620 3.193 0.006
C -0.507 -5.107 -0.908 0.031
C 0.106 -6.343 -1.084 0.020
C -0.244 -7.124 -2.175 -0.006
C -1.214 -6.667 -3.047 0.015
C -1.796 -5.435 -2.775 -0.005
N -1.448 -4.675 -1.745 0.026
H 0.876 -4.171 2.132 0.002
H 1.446 -5.438 1.029 0.000
H -0.056 -5.658 1.928 0.002
H 0.150 -2.158 4.071 -0.001
H 0.322 -0.891 6.200 0.000
H -0.721 1.346 6.389 0.000
H -1.924 2.313 4.458 0.000
H -2.098 1.033 2.342 0.000
H 0.841 -6.705 -0.379 0.003
H 0.236 -8.081 -2.337 0.000
H -1.521 -7.248 -3.907 0.001
H -2.583 -5.037 -3.414 -0.001
C 6.370 9.035 4.489 0.000
O 5.290 9.130 3.576 0.000
C 4.717 7.972 3.169 -0.001
C 3.647 8.094 2.283 0.001
C 3.014 6.970 1.800 -0.001
C 3.427 5.690 2.189 0.000
C 4.478 5.584 3.086 -0.001
C 5.127 6.713 3.581 0.000
C 2.737 4.510 1.641 -0.008
N 1.625 4.534 0.945 0.002
C 1.368 3.218 0.624 -0.050
C 2.337 2.395 1.130 -0.062
N 3.210 3.236 1.775 0.004
C 2.384 0.975 0.915 -0.030
C 3.364 0.111 1.351 0.225
C 3.280 -1.263 1.007 0.099
C 2.210 -1.704 0.279 0.003
N 1.208 -0.902 -0.145 0.204
C 1.297 0.457 0.161 0.165
C 0.259 1.272 -0.306 0.133
N -0.756 0.633 -0.981 0.067
C -1.721 1.393 -1.527 -0.020
C -1.762 2.763 -1.416 0.116
C -0.757 3.425 -0.687 0.062
C 0.262 2.684 -0.136 0.042
H 6.690 10.051 4.687 0.000
H 7.204 8.473 4.061 0.000
H 6.062 8.565 5.425 0.000
H 3.326 9.087 1.989 0.000
H 2.184 7.051 1.108 0.000
H 4.813 4.611 3.433 0.000
H 5.934 6.593 4.292 0.000
H 4.046 2.966 2.257 0.004
H 4.198 0.477 1.940 0.009
H 4.042 -1.965 1.316 0.008
H 2.133 -2.751 0.009 0.016
H -2.481 0.860 -2.085 0.023
H -2.569 3.315 -1.881 0.005
H -0.758 4.502 -0.563 -0.002
C 0.348 -2.912 -3.760 -0.001
C -0.538 -1.945 -4.554 -0.003
C 0.022 -0.518 -4.470 0.013
C -2.041 -1.982 -4.252 -0.027
C -2.873 -2.051 -5.367 0.023
C -4.251 -2.056 -5.256 -0.030
C -4.817 -2.024 -3.994 0.021
C -4.043 -1.963 -2.839 -0.024
C -4.812 -1.905 -1.522 0.001
C -4.394 -2.919 -0.453 -0.003
C -4.825 -0.472 -0.968 -0.010
C -2.634 -1.892 -2.968 0.003
N -1.832 -1.672 -1.842 -0.187
H 1.370 -2.867 -4.146 0.001
H -0.005 -3.942 -3.858 0.002
H 0.373 -2.664 -2.705 0.031
H -0.461 -2.254 -5.596 -0.001
H 0.066 -0.182 -3.437 0.003
H -0.598 0.183 -5.036 0.002
H 1.036 -0.487 -4.882 0.000
H -2.417 -2.097 -6.352 0.000
H -4.875 -2.095 -6.142 -0.002
H -5.899 -2.049 -3.892 0.000
H -5.841 -2.155 -1.782 0.000
H -3.389 -2.742 -0.095 0.012
H -4.433 -3.935 -0.852 0.001
H -5.083 -2.854 0.394 0.000
H -3.822 -0.149 -0.695 0.008
H -5.452 -0.417 -0.072 0.000
H -5.228 0.222 -1.711 0.000